[1]
74
Properties=species:S:1:pos:R:3 method="wB97M-V/def2-TZVPD" largest_force_ev_per_a=1.6 s2=6.0052 de_lowest_ev=0.000 spin_multiplicity=5 e_tot_ev=-71040.608 e_lumo_ev="-2.69 / -2.58" charge=+1
Ho -0.128 -0.141 1.863
C -0.753 -2.180 3.134
C 0.623 -2.300 2.707
C 0.514 -0.707 4.391
C -0.798 -1.211 4.190
C 1.399 -1.346 3.465
C -1.901 -3.022 2.708
H -1.710 -3.510 1.750
H -2.818 -2.428 2.606
H -2.113 -3.805 3.446
C -1.970 -0.877 5.046
H -2.889 -1.330 4.657
H -2.115 0.210 5.098
H -1.832 -1.238 6.082
C 0.896 0.214 5.494
H 0.788 -0.262 6.482
H 0.257 1.106 5.499
H 1.936 0.541 5.399
C 2.878 -1.188 3.460
H 3.344 -1.784 4.257
H 3.168 -0.147 3.633
H 3.321 -1.506 2.513
C 1.161 -3.290 1.735
H 1.527 -4.181 2.262
H 2.004 -2.890 1.157
H 0.397 -3.624 1.024
C -1.898 0.814 -4.099
C -1.938 -0.512 -4.332
C -1.058 -1.225 -5.316
C 0.349 -0.615 -5.544
C 1.050 -0.080 -4.334
C 1.098 1.213 -3.990
C 0.189 2.276 -4.538
C -1.217 1.797 -4.993
H -1.557 -1.285 -6.301
H 0.289 0.149 -6.329
H -0.939 -2.268 -4.983
H -1.155 1.401 -6.018
H -2.528 1.261 -3.329
H -2.743 -1.130 -3.901
H -1.857 2.694 -5.029
H 0.064 3.059 -3.773
H 1.900 1.595 -3.336
H 0.654 2.778 -5.409
H 0.966 -1.434 -5.935
H 1.654 -0.819 -3.799
P -1.350 0.093 -0.492
P 1.795 1.398 0.655
C -0.292 1.342 -1.386
C 0.715 2.230 -0.641
H -0.993 1.971 -1.950
H 0.236 0.711 -2.117
H 1.433 2.656 -1.358
H 0.195 3.069 -0.148
C 2.515 2.795 1.564
H 3.202 2.389 2.315
H 1.725 3.349 2.087
H 3.052 3.464 0.883
C 3.180 0.596 -0.201
H 3.666 1.293 -0.894
H 2.826 -0.288 -0.749
H 3.907 0.252 0.549
C -3.052 0.653 -0.632
H -3.668 -0.074 -0.086
H -3.368 0.718 -1.681
H -3.163 1.624 -0.127
C -1.110 -1.467 -1.388
H -0.106 -1.884 -1.233
H -1.254 -1.315 -2.460
H -1.837 -2.202 -1.026
C -1.055 1.760 2.783
H -0.470 2.030 3.686
H -2.056 1.408 3.124
H -1.182 2.656 2.152

=====

[2]
84
Properties=species:S:1:pos:R:3 method="wB97M-V/def2-TZVPD" largest_force_ev_per_a=0.6 de_lowest_ev=0.000 spin_multiplicity=1 e_tot_ev=-183811.595 e_lumo_ev=-2.80 charge=+1
Zn 1.060 1.494 2.143
Br 5.407 0.753 -3.158
C 4.455 1.481 -1.683
C 3.625 2.591 -1.889
C 2.914 3.113 -0.841
C 2.894 2.502 0.444
O 2.112 2.971 1.368
C 3.787 1.389 0.631
C 3.897 0.748 1.907
N 2.950 0.848 2.769
C 2.975 0.426 4.091
C 3.812 -0.505 4.661
C 3.722 -0.806 6.031
C 2.834 -0.155 6.841
C 1.973 0.828 6.301
C 1.098 1.613 7.081
C 0.336 2.572 6.476
C 0.382 2.695 5.077
N 1.161 1.967 4.315
C 2.004 1.082 4.910
C 4.577 0.926 -0.441
H 3.556 3.033 -2.874
H 2.294 3.990 -0.974
H 4.824 0.213 2.135
H 4.552 -1.008 4.051
H 4.385 -1.553 6.449
H 2.787 -0.371 7.900
H 1.057 1.463 8.153
H -0.309 3.224 7.049
H -0.256 3.411 4.570
H 5.271 0.110 -0.279
C -3.883 -3.987 -9.575
O -3.154 -4.689 -8.584
C -2.755 -4.018 -7.490
C -2.037 -4.751 -6.544
C -1.581 -4.147 -5.395
C -1.827 -2.792 -5.151
C -2.548 -2.069 -6.100
C -3.011 -2.668 -7.256
C -1.354 -2.112 -3.953
N -1.507 -0.826 -3.715
C -0.920 -0.599 -2.507
C -0.395 -1.770 -1.987
N -0.685 -2.726 -2.926
C 0.262 -1.827 -0.729
C 0.817 -2.986 -0.163
C 1.415 -2.908 1.069
C 1.458 -1.676 1.723
N 0.959 -0.568 1.209
C 0.365 -0.620 0.002
C -0.168 0.614 -0.541
N -0.014 1.733 0.186
C -0.449 2.876 -0.302
C -1.108 2.984 -1.530
C -1.295 1.851 -2.283
C -0.809 0.631 -1.794
H -4.100 -4.713 -10.353
H -3.296 -3.170 -9.998
H -4.824 -3.598 -9.178
H -1.848 -5.799 -6.738
H -1.017 -4.743 -4.687
H -2.736 -1.021 -5.916
H -3.569 -2.079 -7.970
H -0.449 -3.701 -2.877
H 0.771 -3.925 -0.699
H 1.855 -3.779 1.533
H 1.909 -1.599 2.705
H -0.240 3.754 0.298
H -1.440 3.952 -1.881
H -1.785 1.865 -3.248
C -3.440 0.772 1.606
P -2.399 1.598 2.832
C -2.602 3.382 2.566
C -3.123 1.229 4.448
O -0.981 1.124 2.759
H -4.447 1.189 1.592
H -3.486 -0.288 1.859
H -2.984 0.880 0.620
H -3.475 3.761 3.097
H -2.726 3.579 1.502
H -1.706 3.894 2.916
H -4.175 1.514 4.486
H -2.573 1.770 5.218
H -3.026 0.159 4.631

=====

[3]
72
Properties=species:S:1:pos:R:3 method="wB97M-V/def2-TZVPD" largest_force_ev_per_a=2.4 spin_multiplicity=1 e_tot_ev=-88901.341 e_lumo_ev="-9.50 / -9.52" charge=+2
Pt -0.372 -0.675 1.125
C -1.235 -4.533 -0.908
C -0.569 -3.516 -0.201
N -1.154 -2.377 0.181
C -2.454 -2.205 -0.169
C -3.167 -3.159 -0.913
C -2.527 -4.363 -1.273
C -4.499 -2.872 -1.289
C -5.110 -1.667 -0.967
C -4.445 -0.740 -0.196
C -3.140 -1.011 0.267
N -2.422 -0.199 1.067
C -2.823 0.798 1.846
C -4.137 0.954 2.347
C -4.459 2.053 3.109
C -3.477 3.000 3.408
C -2.132 2.853 2.986
C -1.124 3.784 3.317
C 0.147 3.544 2.891
C 0.414 2.368 2.169
N -0.516 1.478 1.843
C -1.776 1.723 2.237
H -0.685 -5.428 -1.163
H 0.469 -3.602 0.023
H -3.066 -5.119 -1.830
H -5.040 -3.613 -1.868
H -6.107 -1.456 -1.327
H -4.888 0.228 0.010
H -4.867 0.172 2.172
H -5.459 2.170 3.500
H -3.734 3.860 4.017
H -1.370 4.664 3.899
H 0.958 4.222 3.116
H 1.419 2.129 1.857
F 4.071 -4.076 2.006
C 2.829 -4.227 2.409
F 2.790 -4.612 3.666
F 2.214 -5.129 1.641
S 1.890 -2.660 2.190
O 1.989 -2.339 0.769
O 0.547 -2.887 2.644
N 2.721 -1.695 3.077
S 2.262 -0.203 3.074
O 0.983 0.001 3.684
O 2.438 0.457 1.790
C 3.536 0.540 4.173
F 3.258 1.844 4.225
F 3.463 0.023 5.382
F 4.736 0.366 3.665
C 3.109 2.210 -6.276
C 2.533 1.797 -4.957
C 1.484 0.883 -4.891
C 0.924 0.502 -3.689
C -0.190 -0.507 -3.688
C 1.444 1.066 -2.498
C 0.942 0.726 -1.215
O -0.064 0.008 -0.996
C 2.529 1.987 -2.545
C 3.139 2.590 -1.303
C 3.043 2.334 -3.775
H 2.755 1.578 -7.088
H 4.199 2.172 -6.251
H 2.826 3.242 -6.500
H 1.108 0.451 -5.812
H -0.310 -0.925 -4.686
H -1.136 -0.049 -3.388
H 0.014 -1.318 -2.989
H 1.488 1.090 -0.348
H 2.407 3.155 -0.721
H 3.933 3.280 -1.580
H 3.577 1.827 -0.655
H 3.868 3.035 -3.830

=====

[4]
9
Properties=species:S:1:pos:R:3 method="wB97M-V/def2-TZVPD" largest_force_ev_per_a=3.9 de_lowest_ev=2.986 spin_multiplicity=1 e_tot_ev=-22032.205 e_lumo_ev="-2.27 / -1.77" charge=0
N 1.565 -0.082 0.449
N -2.045 -0.851 -0.434
O -1.386 -1.851 -0.514
O -2.923 -0.450 0.224
O -0.025 1.973 0.736
O 1.011 1.377 -1.401
S 0.405 0.943 -0.193
H 1.727 -0.752 -0.224
H 1.672 -0.308 1.357

=====

[5]
110
Properties=species:S:1:pos:R:3 method="wB97M-V/def2-TZVPD" largest_force_ev_per_a=2.2 de_lowest_ev=0.876 spin_multiplicity=1 e_tot_ev=-93819.985 e_lumo_ev=0.55 charge=0
Au 0.134 -0.227 0.947
C -2.678 3.828 1.504
N -1.370 3.948 0.885
C -0.551 5.032 1.417
C 0.842 4.703 0.896
N 0.742 3.286 0.645
C 1.900 2.441 0.637
C -0.543 2.861 0.646
N -0.858 1.656 0.299
C -2.220 1.238 0.100
C -2.301 0.132 -0.951
N -1.614 -1.069 -0.558
C -1.906 -2.230 -1.016
N -1.188 -3.348 -0.666
C 0.128 -3.312 -0.094
C -1.503 -4.457 -1.542
C -2.888 -4.080 -2.040
N -2.883 -2.630 -1.930
C -4.184 -2.031 -2.120
H -2.866 4.733 2.079
H -2.729 2.977 2.185
H -3.457 3.742 0.742
H -0.555 4.993 2.515
H -0.926 5.997 1.065
H 1.614 4.936 1.630
H 1.086 5.232 -0.036
H 2.789 3.068 0.623
H 1.914 1.819 -0.255
H 1.900 1.793 1.517
H -2.842 2.053 -0.276
H -2.645 0.855 1.033
H -1.849 0.505 -1.879
H -3.364 -0.026 -1.125
H 0.158 -2.526 0.659
H 0.897 -3.109 -0.850
H 0.327 -4.276 0.373
H -1.487 -5.403 -0.997
H -0.789 -4.523 -2.375
H -3.672 -4.516 -1.404
H -3.071 -4.377 -3.077
H -4.751 -2.672 -2.796
H -4.099 -1.053 -2.592
H -4.735 -1.953 -1.177
C 0.133 -2.079 -3.993
C 0.491 -0.950 -4.910
C 0.005 -0.913 -6.209
C 0.339 0.125 -7.062
C 1.186 1.128 -6.627
C 1.675 1.099 -5.332
C 1.325 0.074 -4.467
Sb 1.845 0.150 -2.359
C 3.525 -1.213 -2.509
C 3.894 -1.699 -3.753
C 4.870 -2.672 -3.879
C 5.462 -3.193 -2.741
C 5.105 -2.703 -1.497
C 4.152 -1.700 -1.362
C 3.840 -1.146 -0.007
C 3.023 1.971 -2.498
C 4.405 1.923 -2.404
C 5.152 3.088 -2.331
C 4.510 4.314 -2.347
C 3.131 4.366 -2.453
C 2.373 3.205 -2.528
C 0.883 3.288 -2.654
H -0.499 -2.808 -4.494
H -0.396 -1.697 -3.119
H 1.038 -2.580 -3.647
H -0.656 -1.695 -6.556
H -0.066 0.152 -8.063
H 1.454 1.940 -7.289
H 2.341 1.883 -4.990
H 3.409 -1.303 -4.638
H 5.151 -3.031 -4.859
H 6.201 -3.977 -2.823
H 5.568 -3.117 -0.611
H 4.261 -1.774 0.773
H 2.765 -1.059 0.153
H 4.273 -0.152 0.106
H 4.904 0.961 -2.383
H 6.230 3.037 -2.264
H 5.079 5.231 -2.266
H 2.637 5.328 -2.477
H 0.532 4.298 -2.454
H 0.391 2.608 -1.958
H 0.576 3.014 -3.664
N 6.559 3.222 4.772
C 5.205 2.964 4.761
C 4.397 3.471 3.739
C 3.036 3.247 3.759
C 2.459 2.521 4.783
C 3.238 2.041 5.819
C 4.603 2.260 5.808
S 0.732 2.080 4.589
O 0.242 1.493 5.811
O 0.028 3.235 4.084
N 0.766 1.004 3.367
C 1.287 -0.171 3.526
S 2.042 -0.769 4.997
C 2.414 -2.253 4.165
C 1.966 -2.209 2.898
N 1.334 -1.056 2.538
H 6.977 3.503 3.899
H 7.132 2.621 5.340
H 4.852 4.031 2.932
H 2.386 3.627 2.993
H 2.763 1.510 6.629
H 5.220 1.881 6.610
H 2.914 -3.047 4.676
H 2.079 -2.993 2.171

=====

[6]
16
Properties=species:S:1:pos:R:3 method="wB97M-V/def2-TZVPD" largest_force_ev_per_a=3.7 de_lowest_ev=1.214 spin_multiplicity=1 e_tot_ev=-23086.832 e_lumo_ev=0.48 charge=0
C -0.090 -1.898 1.666
C -0.531 -0.724 -0.043
C 0.757 1.468 -1.018
C -0.999 0.421 -0.857
N 0.638 -2.352 0.668
N 0.369 -1.594 -0.412
N -0.782 -0.796 1.328
N 1.762 0.541 -1.120
O 0.679 2.632 -0.809
S -2.034 1.589 0.056
H 0.006 -2.202 2.769
H -1.478 0.233 -1.856
H -1.527 -0.345 1.823
H 1.513 -0.395 -1.292
H 2.720 0.798 -1.044
H -1.002 2.625 0.142

=====

[7]
16
Properties=species:S:1:pos:R:3 method="wB97M-V/def2-TZVPD" largest_force_ev_per_a=6.7 de_lowest_ev=3.163 spin_multiplicity=1 e_tot_ev=-12465.996 e_lumo_ev=0.64 charge=0
C -2.571 0.034 -0.058
C -4.055 0.027 0.020
C 2.495 -0.026 0.055
C 4.032 -0.339 -0.032
H -1.015 -1.164 0.068
H -4.354 1.017 -0.486
H -4.644 -1.017 -0.377
H -3.950 0.014 1.372
H 1.229 1.622 -0.159
H 4.224 -1.372 -0.137
H 4.337 0.185 -0.957
H 4.534 0.301 0.778
O -2.116 1.232 0.027
O -1.930 -1.064 -0.173
O 1.562 -0.852 0.127
O 2.221 1.402 -0.069

=====

[8]
19
Properties=species:S:1:pos:R:3 method="wB97M-V/def2-TZVPD" largest_force_ev_per_a=2.9 de_lowest_ev=0.000 spin_multiplicity=1 e_tot_ev=-15122.533 e_lumo_ev=0.16 charge=0
C -1.097 -2.265 -1.248
C -0.581 0.236 -1.085
C 1.260 1.409 -2.072
C -0.579 -1.106 -0.361
C 0.043 -0.299 1.702
N -0.239 -1.426 0.820
N 0.787 0.756 -1.101
O -1.403 -2.002 -2.363
O -1.142 -3.396 -0.609
F 3.124 0.073 0.092
H -0.965 0.161 -2.100
H -1.098 0.915 -0.454
H 2.360 1.516 -1.992
H 0.642 1.534 -3.000
H 0.070 0.691 1.294
H -0.773 -0.377 2.505
H 0.968 -0.524 2.223
H 2.221 0.038 -0.140
H -0.644 -3.215 0.202

=====

[9]
28
Properties=species:S:1:pos:R:3 method="wB97M-V/def2-TZVPD" largest_force_ev_per_a=18.0 de_lowest_ev=3.779 spin_multiplicity=1 e_tot_ev=-94875.079 e_lumo_ev="-14.00 / -13.64" charge=+3
Bi 0.000 0.000 0.000
O -0.513 2.915 0.001
C -0.313 1.781 0.000
C 1.699 -0.619 -0.001
O 2.781 -1.013 -0.002
C -1.385 -1.162 0.001
O -2.267 -1.903 0.002
C -0.001 0.000 -1.811
O -0.001 0.001 -2.959
C 2.165 0.460 4.412
N 0.792 0.138 4.818
C -0.240 -0.073 3.989
Se -0.145 -0.024 2.350
N -1.412 -0.303 4.589
C -1.105 -0.250 5.880
C -1.966 -0.421 6.942
C -1.412 -0.323 8.225
C -0.027 -0.068 8.394
C 0.816 0.099 7.281
C 0.235 0.003 6.028
H 2.559 -0.328 3.732
H 2.837 0.561 5.281
H 2.162 1.420 3.847
H -2.342 -0.475 4.139
H -3.023 -0.617 6.780
H -2.052 -0.440 9.084
H 0.389 0.003 9.384
H 1.872 0.297 7.388

=====

[10]
11
Properties=species:S:1:pos:R:3 method="wB97M-V/def2-TZVPD" largest_force_ev_per_a=2.8 de_lowest_ev=3.344 spin_multiplicity=1 e_tot_ev=-29603.188 e_lumo_ev="-0.24 / -0.15" charge=0
C 1.856 0.241 -0.231
C -2.582 0.788 0.277
O 0.531 -2.049 1.074
O 0.987 -0.577 -0.963
S 0.077 -1.812 -0.304
Cl -2.156 -0.782 0.048
H 1.955 1.003 -0.985
H 2.922 -0.140 -0.221
H 1.387 0.728 0.615
H -2.434 1.140 1.277
H -2.543 1.460 -0.587

=====

[11]
59
Properties=species:S:1:pos:R:3 method="wB97M-V/def2-TZVPD" largest_force_ev_per_a=1.4 smiles="CCCOc1ccc(C(=O)N/N=C/c2ccc(-c3ccc(S(=O)(=O)Nc4ncccn4)cc3)o2)cc1" de_lowest_ev=2.776 spin_multiplicity=1 e_tot_ev=-54820.260 e_lumo_ev=-0.37 charge=0
C -0.775 -5.992 -0.016
C -1.097 -5.690 -1.474
C -0.212 -4.565 -2.018
O -0.416 -3.335 -1.349
C -1.505 -2.581 -1.625
C -2.464 -2.854 -2.599
C -3.517 -1.982 -2.788
C -3.640 -0.815 -2.037
C -2.689 -0.553 -1.050
C -1.643 -1.424 -0.850
H -0.901 -1.236 -0.089
H -2.771 0.326 -0.434
C -4.806 0.043 -2.323
O -5.857 -0.372 -2.771
N -4.687 1.400 -2.096
N -3.564 2.001 -1.729
C -3.493 3.269 -1.606
C -2.257 3.855 -1.187
C -1.895 5.173 -0.991
C -0.557 5.153 -0.568
C -0.177 3.826 -0.529
C 1.066 3.179 -0.168
C 2.164 3.919 0.282
C 3.335 3.276 0.632
C 3.406 1.900 0.536
C 2.340 1.147 0.085
C 1.169 1.786 -0.268
H 0.321 1.223 -0.627
H 2.449 0.077 0.029
S 4.915 1.098 1.028
O 4.863 -0.305 0.770
O 6.049 1.838 0.563
N 4.923 1.370 2.713
C 4.000 0.765 3.504
N 2.875 0.381 2.906
C 1.969 -0.205 3.667
C 2.155 -0.406 5.027
C 3.354 0.058 5.548
N 4.276 0.639 4.802
H 3.598 -0.035 6.599
H 1.414 -0.888 5.641
H 1.065 -0.515 3.158
H 5.802 1.607 3.146
H 4.200 3.822 0.974
H 2.094 4.992 0.357
O -1.214 3.050 -0.906
H 0.046 6.004 -0.327
H -2.515 6.034 -1.135
H -4.330 3.947 -1.799
H -5.522 1.952 -2.321
H -4.266 -2.194 -3.537
H -2.401 -3.736 -3.216
H 0.839 -4.802 -1.831
H -0.353 -4.446 -3.099
H -2.146 -5.402 -1.560
H -0.935 -6.579 -2.086
H 0.250 -6.341 0.085
H -1.442 -6.759 0.370
H -0.892 -5.094 0.586